Model i:
The following is a DFT calculation (ωB97M-V with the def2-TZVPD basis set) of C20H33AsN6OS2SiV as an isolated structure.

Element x y z (Å)
V1 -0.720 0.214 0.497
C1 -3.551 -3.638 2.715
As1 -1.940 -2.667 2.347
C2 -0.833 -2.776 3.910
C3 -1.020 -3.558 0.920
S1 -2.475 -0.646 1.910
H1 -3.301 -4.661 2.992
H2 -4.177 -3.632 1.825
H3 -4.074 -3.147 3.532
H4 -0.637 -3.822 4.145
H5 -1.354 -2.296 4.735
H6 0.101 -2.255 3.712
H7 -0.897 -4.607 1.188
H8 -0.044 -3.095 0.785
H9 -1.594 -3.469 -0.001
S2 1.211 -0.441 1.741
C4 2.655 0.278 1.088
N1 2.782 0.643 -0.171
C5 3.977 1.298 -0.717
C6 4.747 1.979 0.398
C7 4.968 0.995 1.533
N2 3.677 0.430 1.926
H10 1.990 0.576 -0.800
H11 3.631 2.006 -1.466
H12 4.591 0.549 -1.221
H13 4.187 2.841 0.764
H14 5.704 2.334 0.021
H15 5.399 1.481 2.406
H16 5.641 0.192 1.224
H17 3.519 0.149 2.879
N3 -3.373 1.685 -2.615
C8 -2.118 1.287 -2.413
O1 -2.072 0.299 -1.495
C9 -1.038 1.839 -3.072
C10 0.331 1.574 -2.805
N4 1.464 1.441 -2.648
C11 -1.349 2.863 -4.012
N5 -1.703 3.682 -4.739
H18 -4.123 1.226 -2.128
H19 -3.569 2.475 -3.209
C12 -1.870 3.758 -0.054
Si1 -0.616 2.717 0.889
C13 1.094 3.464 0.633
C14 -1.024 2.817 2.728
N6 -0.773 -0.323 -1.343
C15 -0.723 -1.576 -1.975
C16 -1.815 -2.205 -2.563
C17 -1.658 -3.472 -3.113
C18 -0.432 -4.117 -3.080
C19 0.660 -3.473 -2.509
C20 0.524 -2.207 -1.969
H20 -1.891 4.762 0.378
H21 -2.881 3.353 0.014
H22 -1.612 3.863 -1.109
H23 1.056 4.535 0.849
H24 1.457 3.342 -0.390
H25 1.814 3.012 1.320
H26 -0.924 3.851 3.070
H27 -0.351 2.199 3.327
H28 -2.046 2.495 2.936
H29 -2.779 -1.717 -2.590
H30 -2.509 -3.955 -3.574
H31 -0.321 -5.101 -3.514
H32 1.629 -3.955 -2.500
H33 1.378 -1.692 -1.545

Summary:
highest occupied orbital energy (spin up / spin down)	-0.3974 / -0.3840	Ha
gap between HOMO and LUMO (spin up / spin down)	0.29321 / 0.29958	Eh
spin multiplicity	3
<S²>	2.116
charge	+1

Model ii:
The following is a DFT calculation (ωB97M-V with the def2-TZVPD basis set) of C20H33AsN6OS2SiV as an isolated structure.

Element x y z (Å)
V1 -0.441 -0.612 0.078
C1 1.198 -2.104 -3.570
As1 0.903 -3.148 -1.958
C2 0.661 -4.943 -2.641
C3 2.584 -3.196 -0.989
S1 -0.718 -2.818 -0.635
H1 1.857 -2.709 -4.193
H2 1.665 -1.150 -3.347
H3 0.256 -1.938 -4.090
H4 1.544 -5.266 -3.188
H5 -0.204 -4.960 -3.303
H6 0.474 -5.614 -1.804
H7 3.419 -3.275 -1.684
H8 2.561 -4.066 -0.334
H9 2.685 -2.304 -0.373
S2 0.251 -1.953 2.354
C4 -0.051 -0.875 3.647
N1 0.958 -0.334 4.321
C5 0.820 0.586 5.448
C6 -0.536 1.269 5.380
C7 -1.621 0.223 5.180
N2 -1.299 -0.588 4.009
H10 1.881 -0.630 4.056
H11 1.620 1.324 5.383
H12 0.938 0.036 6.386
H13 -0.554 1.969 4.543
H14 -0.724 1.821 6.299
H15 -2.585 0.698 5.012
H16 -1.693 -0.419 6.063
H17 -2.041 -1.058 3.522
N3 2.432 1.012 1.563
C8 1.154 1.442 1.451
O1 0.300 0.570 0.971
C9 0.792 2.701 1.888
C10 1.770 3.595 2.384
N4 2.589 4.305 2.773
C11 -0.566 3.096 1.866
N5 -1.679 3.390 1.855
H18 2.670 0.139 1.125
H19 3.162 1.692 1.704
C12 -3.126 -1.443 -2.396
Si1 -2.516 0.285 -1.910
C13 -3.181 1.433 -3.249
C14 -3.311 0.785 -0.274
N6 -0.765 0.220 -1.551
C15 0.260 0.975 -2.117
C16 1.589 0.794 -1.675
C17 2.637 1.563 -2.149
C18 2.416 2.515 -3.132
C19 1.128 2.684 -3.615
C20 0.072 1.939 -3.118
H20 -4.057 -1.345 -2.957
H21 -3.336 -2.061 -1.524
H22 -2.418 -1.988 -3.021
H23 -4.265 1.308 -3.270
H24 -2.808 1.191 -4.245
H25 -2.984 2.485 -3.040
H26 -4.399 0.783 -0.365
H27 -3.011 1.789 0.013
H28 -3.048 0.108 0.551
H29 1.802 0.010 -0.951
H30 3.635 1.416 -1.753
H31 3.234 3.107 -3.517
H32 0.938 3.413 -4.391
H33 -0.919 2.124 -3.499

Summary:
highest occupied orbital energy (spin up / spin down)	-0.3910 / -0.3954	Ha
gap between HOMO and LUMO (spin up / spin down)	0.26471 / 0.28846	Eh
spin multiplicity	3
<S²>	2.032
charge	+1

Short version: model ii, model i, most stable first.

Model i:
The following is a DFT calculation (ωB97M-V with the def2-TZVPD basis set) of a 2-piece molecular cluster, C2H8OS overall.

Element x y z (Å)
C1 -0.714 -1.052 -0.799
S1 -1.311 0.673 -0.330
C2 -0.223 0.997 1.099
H1 -0.374 -1.566 0.166
H2 0.017 -1.104 -1.545
H3 -1.596 -1.529 -1.207
H4 0.220 2.086 0.815
H5 -0.923 1.099 2.001
H6 0.378 0.132 1.424
H7 2.325 -0.568 -0.342
H8 2.603 -1.776 0.434
O1 2.994 -0.901 0.217

Summary:
highest occupied orbital energy	-0.3168	Ha
gap between HOMO and LUMO	0.34300	Eh

Model ii:
The following is a DFT calculation (ωB97M-V with the def2-TZVPD basis set) of a 2-piece molecular cluster, C2H8OS overall.

Element x y z (Å)
C1 2.477 -0.378 0.329
S1 1.587 1.070 0.798
C2 -0.201 1.037 0.731
H1 2.887 -0.954 1.201
H2 1.968 -1.104 -0.352
H3 3.279 -0.057 -0.283
H4 -0.385 1.569 1.722
H5 -0.636 -0.008 0.775
H6 -0.603 1.526 -0.129
H7 -3.797 -0.813 -2.303
H8 -3.504 -0.805 -0.856
O1 -3.073 -1.084 -1.634

Summary:
highest occupied orbital energy	-0.3026	Ha
gap between HOMO and LUMO	0.32944	Eh

Short version: model ii, model i, most stable first.

Model i:
The following is a DFT calculation (ωB97M-V with the def2-TZVPD basis set) of a 2-piece molecular cluster, C2H8OS overall.

Element x y z (Å)
C1 0.743 -0.918 -0.893
C2 0.057 0.032 0.051
S1 1.065 1.643 -0.114
H1 1.756 -0.724 -1.056
H2 0.141 -0.762 -1.800
H3 0.506 -1.944 -0.522
H4 -1.041 0.261 0.120
H5 0.050 -0.452 1.080
H6 2.403 1.367 0.046
H7 -2.581 -2.785 1.095
H8 -3.078 -1.308 1.383
O1 -2.500 -1.829 0.816

Summary:
highest occupied orbital energy	-0.3206	Ha
gap between HOMO and LUMO	0.34240	Eh

Model ii:
The following is a DFT calculation (ωB97M-V with the def2-TZVPD basis set) of a 2-piece molecular cluster, C2H8OS overall.

Element x y z (Å)
C1 0.403 -0.080 -1.853
S1 1.104 1.243 -0.741
H1 1.866 1.888 -1.609
H2 -0.587 -0.218 -1.455
H3 1.042 -0.965 -1.778
H4 0.187 0.259 -2.855
C2 -0.771 -0.054 1.891
O1 -0.842 -1.225 1.057
H5 0.050 -1.582 1.007
H6 0.177 0.146 2.432
H7 -1.054 0.774 1.250
H8 -1.575 -0.187 2.654

Summary:
highest occupied orbital energy	-0.3363	Ha
gap between HOMO and LUMO	0.36782	Eh

Short version: model ii, model i, most stable first.

Model i:
The following is a DFT calculation (ωB97M-V with the def2-TZVPD basis set) of a 2-piece molecular cluster, C5H15N overall.

Element x y z (Å)
C1 1.503 -0.338 -1.094
C2 0.351 -0.960 -0.304
C3 -0.007 -2.315 -0.905
C4 0.748 -1.100 1.165
H1 1.797 0.644 -0.715
H2 2.398 -0.965 -1.044
H3 1.283 -0.227 -2.158
H4 -0.530 -0.318 -0.364
H5 -0.836 -2.768 -0.361
H6 0.864 -2.975 -0.858
H7 -0.249 -2.211 -1.963
H8 1.089 -0.164 1.608
H9 -0.120 -1.449 1.729
H10 1.557 -1.823 1.278
C5 -1.852 1.991 0.259
N1 -0.632 2.607 0.769
H11 -2.291 1.229 0.912
H12 -1.605 1.554 -0.706
H13 -2.599 2.766 0.093
H14 -0.716 2.968 1.702
H15 0.140 1.960 0.739

Summary:
highest occupied orbital energy	-0.3373	Ha
gap between HOMO and LUMO	0.37499	Eh

Model ii:
The following is a DFT calculation (ωB97M-V with the def2-TZVPD basis set) of a 2-piece molecular cluster, C5H15N overall.

Element x y z (Å)
C1 3.391 -3.648 -1.106
C2 4.873 -3.348 -0.859
C3 5.015 -1.812 -0.674
H1 3.005 -3.347 -2.082
H2 3.085 -4.658 -0.831
H3 2.777 -3.013 -0.457
H4 5.084 -3.696 0.152
H5 5.517 -3.753 -1.627
H6 4.441 -1.273 -1.436
H7 6.031 -1.423 -0.744
H8 4.591 -1.538 0.289
C4 -5.521 2.388 0.775
C5 -4.061 2.690 0.420
N1 -3.629 3.755 1.366
H9 -6.022 3.336 0.926
H10 -5.523 1.907 1.766
H11 -5.951 1.653 0.101
H12 -4.081 3.208 -0.545
H13 -3.351 1.864 0.448
H14 -2.649 3.976 1.235
H15 -3.568 3.314 2.289

Summary:
highest occupied orbital energy	-0.3526	Ha
gap between HOMO and LUMO	0.39761	Eh

Model iii:
The following is a DFT calculation (ωB97M-V with the def2-TZVPD basis set) of a 2-piece molecular cluster, C5H15N overall.

Element x y z (Å)
C1 -0.069 1.432 -0.572
C2 -1.403 0.558 -0.630
C3 -0.018 2.183 0.755
C4 1.188 0.614 -0.791
H1 -0.160 2.154 -1.389
H2 0.830 2.868 0.773
H3 -0.928 2.758 0.908
H4 2.070 1.252 -0.795
H5 1.277 -0.186 -0.004
H6 -1.599 0.017 0.293
H7 -2.245 1.229 -0.783
H8 -1.360 -0.138 -1.466
H9 0.083 1.490 1.589
H10 1.150 0.089 -1.743
C5 0.091 -2.744 0.153
N1 0.069 -1.788 1.247
H11 0.808 -1.969 1.916
H12 -0.042 -0.824 0.941
H13 1.057 -2.790 -0.368
H14 -0.133 -3.738 0.541
H15 -0.669 -2.468 -0.576

Summary:
highest occupied orbital energy	-0.3270	Ha
gap between HOMO and LUMO	0.36920	Eh

Short version: model i, model iii, model ii, most stable first.